Record 1
C30H30BaN6O2S4 | ωB97M-V/def2-TZVPD

The calculation puts the energy relative to the best compared isomer or geometry (same formula, charge and spin) at 41.5 kJ/mol. Its molar mass is 772.2 g/mol. Its orbital gap is 7.28 eV. As for the net charge: +2.

Geometry (Å):
Ba1 0.8019 0.0980 1.1538
C1 -0.8361 -6.2106 2.1978
C2 0.6677 -6.0644 1.9701
S1 1.3714 -4.3929 1.9840
C3 1.6493 -4.0454 0.2418
C4 0.4209 -3.8832 -0.6337
S2 -0.7485 -2.5943 -0.1224
C5 -1.6977 -3.2155 1.2956
C6 -2.6370 -4.3802 1.0545
S3 -1.8952 -5.9920 0.7479
H1 -1.1755 -5.5555 3.0020
H2 -1.0240 -7.2296 2.5387
H3 0.9667 -6.5548 1.0426
H4 1.1914 -6.5824 2.7743
H5 2.3036 -4.8056 -0.1927
H6 2.2377 -3.1234 0.2673
H7 -0.1336 -4.8163 -0.7127
H8 0.7086 -3.6086 -1.6528
H9 -2.2955 -2.3379 1.5652
H10 -1.0216 -3.4257 2.1246
H11 -3.2754 -4.1963 0.1890
H12 -3.2970 -4.4534 1.9229
O1 -6.5093 1.9199 1.2157
C7 -5.9090 1.4256 2.3901
C8 -4.4505 1.1827 2.1202
C9 -3.6488 0.6290 3.1101
C10 -2.3193 0.4150 2.8319
N1 -1.7478 0.7265 1.6586
C11 -2.5191 1.2717 0.6999
C12 -3.8702 1.5030 0.9028
C13 -1.8455 1.6587 -0.5911
C14 -2.5822 2.1685 -1.6465
C15 -1.9420 2.5830 -2.8029
C16 -2.7085 3.1452 -3.9682
O2 -4.0866 3.0112 -3.7059
C17 -0.5596 2.4824 -2.8571
C18 0.1080 1.9479 -1.7788
N2 -0.5033 1.5274 -0.6574
H13 -7.4247 2.1539 1.4000
H14 -6.3577 0.4808 2.7137
H15 -5.9934 2.1305 3.2237
H16 -4.0468 0.3646 4.0816
H17 -1.6768 -0.0233 3.5914
H18 -4.4925 1.9431 0.1402
H19 -3.6562 2.2510 -1.5997
H20 -2.4108 2.6067 -4.8734
H21 -2.4154 4.1924 -4.0982
H22 -4.5881 3.3987 -4.4312
H23 -0.0034 2.8052 -3.7285
H24 1.1861 1.8511 -1.8088
S4 6.9194 4.0209 -2.5908
N3 6.1322 2.6802 -3.0105
C19 5.3052 2.4110 -2.0081
C20 4.3973 1.2710 -1.9485
C21 4.3267 0.3144 -2.9632
C22 3.4466 -0.7335 -2.8428
C23 2.6460 -0.7887 -1.7067
N4 2.7072 0.1050 -0.7225
C24 3.5822 1.1323 -0.8297
C25 3.6383 2.1223 0.2804
N5 2.8216 1.9346 1.3446
C26 2.8897 2.8015 2.3517
C27 3.7454 3.8986 2.3694
C28 4.5572 4.1034 1.2815
C29 4.5073 3.2059 0.2126
C30 5.3557 3.3477 -0.9655
N6 6.2220 4.3314 -1.1727
H25 4.9715 0.4161 -3.8277
H26 3.3628 -1.4931 -3.6069
H27 1.9239 -1.5913 -1.5900
H28 2.2336 2.6223 3.1981
H29 3.7594 4.5633 3.2213
H30 5.2405 4.9423 1.2355



Record 2
C12H27As2CdF12NO7 | ωB97M-V/def2-TZVPD

Its molar mass is 787.6 g/mol. Its orbital gap is 11.54 eV.

Geometry (Å):
Cd1 -0.2600 0.8029 -0.0148
As1 0.3330 1.3380 3.7474
F1 0.1310 3.0058 3.3098
F2 0.2560 0.9143 2.0003
F3 0.5266 -0.3505 4.0682
F4 0.2510 1.6794 5.4207
F5 -1.3955 1.1608 3.7358
F6 2.0288 1.5367 3.5856
As2 -0.1059 0.6222 -3.8056
F7 0.4474 0.7180 -5.4224
F8 0.5769 2.1678 -3.3815
F9 -0.6388 0.4740 -2.1077
F10 -0.7830 -0.9376 -4.0884
F11 1.3924 -0.1014 -3.3014
F12 -1.5873 1.4031 -4.1799
C1 -0.7379 4.9674 -0.6856
C2 -0.3805 3.4863 -0.6507
C3 1.1187 3.3653 -0.3723
O1 1.4765 1.9712 -0.4801
C4 2.8677 1.7429 -0.6936
N1 -1.0937 2.7822 0.4827
H1 -0.3276 5.4097 0.2280
H2 -1.7801 5.1856 -0.8972
H3 -0.1300 5.4820 -1.4372
H4 -0.6856 2.9638 -1.5551
H5 1.4376 3.7189 0.6140
H6 1.7059 3.9371 -1.0952
H7 3.0283 0.6950 -0.9327
H8 3.3568 1.9049 0.2739
H9 3.2663 2.4033 -1.4597
H10 -1.1743 3.4041 1.2885
H11 -2.0476 2.9132 0.1284
C5 3.5319 -2.8404 2.6020
C6 2.2990 -2.2085 1.9754
O2 2.0880 -2.8032 0.6865
C7 1.2786 -2.1428 -0.1169
O3 0.7142 -1.1006 0.1543
O4 1.0385 -2.7565 -1.2519
C8 1.5172 -4.0903 -1.4781
H12 3.9409 -2.2873 3.4445
H13 4.3106 -2.9069 1.8393
H14 3.3101 -3.8412 2.9763
H15 2.4766 -1.1342 1.9137
H16 1.4793 -2.3065 2.6874
H17 1.3529 -4.7969 -0.6721
H18 2.5790 -4.0346 -1.7233
H19 1.0237 -4.3802 -2.4017
C9 -2.8153 -3.3085 -2.4750
C10 -2.5491 -2.0053 -1.7862
O5 -3.2854 -2.0834 -0.5262
C11 -2.9419 -1.2386 0.4191
O6 -2.1852 -0.2842 0.2790
O7 -3.5858 -1.5313 1.5015
C12 -3.4098 -0.7721 2.7033
H20 -2.3332 -3.3764 -3.4591
H21 -3.8667 -3.5014 -2.6704
H22 -2.2957 -4.1644 -2.0336
H23 -3.0160 -1.1801 -2.3222
H24 -1.4941 -1.8029 -1.6377
H25 -4.0041 -1.2479 3.4819
H26 -3.8616 0.2075 2.5716
H27 -2.3697 -0.8475 2.9968



Record 3
C12H14NO2 | ωB97M-V/def2-TZVPD

The calculation puts the energy relative to the best compared isomer or geometry (same formula, charge and spin) at 198.8 kJ/mol. Its molar mass is 204.2 g/mol. Its orbital gap is 7.69 eV. As for the net charge: -1.

Geometry (Å):
C1 -2.7806 0.0249 -3.2573
C2 -1.2127 -0.5590 0.0035
C3 -1.6254 -1.0281 -1.2213
C4 -2.0509 0.1343 -1.9487
C5 -1.7147 1.2121 -1.2530
C6 -0.5717 -1.3289 0.9714
C7 -0.5363 -2.7005 0.7392
C8 -0.9988 -3.1947 -0.4212
C9 -1.6492 -2.4233 -1.3751
N1 -1.2220 0.8861 -0.0689
H1 0.0125 -0.7454 1.7029
H2 -0.1394 -3.2754 1.6345
H3 -0.6042 1.5403 0.6011
H4 -0.9531 -4.1725 -0.6906
H5 -2.0566 2.2169 -1.3646
H6 -2.1277 -3.0228 -2.1147
H7 -3.1255 1.0327 -3.6177
H8 -3.8674 -0.4700 -3.1886
H9 -2.1127 -0.3079 -4.0473
C10 3.1297 1.3987 2.3858
C11 3.9102 2.0212 1.1593
C12 1.5476 1.3814 2.3440
O1 0.8265 1.7191 1.3460
O2 1.1132 0.8245 3.3901
H10 3.3973 0.4272 2.5214
H11 3.4436 1.9191 3.2855
H12 4.0780 3.0478 1.2493
H13 3.1465 2.0639 0.2075
H14 4.7436 1.3783 1.0274



Record 4
C31H76N7O7 | ωB97M-V/def2-TZVPD

Its molar mass is 659.0 g/mol. Its orbital gap is 4.95 eV. As for the net charge: +1.

Geometry (Å):
C1 -6.0386 0.8097 -0.2520
O1 -4.5676 0.6814 -0.0409
C2 -4.1216 -0.7003 -0.4179
C3 -4.3308 -1.5991 0.9720
C4 -3.5171 -1.1211 2.3534
C5 -3.8401 -2.0670 3.6915
C6 -4.8967 -3.3406 3.5661
N1 -5.5663 -3.6778 2.2271
C7 -5.3432 -2.8914 0.9515
H1 -6.1506 1.2951 -1.3340
H2 -6.4445 1.5337 0.5978
H3 -6.6090 -0.2136 -0.2194
H4 -4.8071 -1.1092 -1.2984
H5 -2.9886 -0.6097 -0.7172
H6 -2.8002 -0.1948 2.3987
H7 -3.2888 -1.7655 4.6788
H8 -5.1246 -3.9847 4.5419
H9 -6.2095 -4.4998 2.1965
H10 -5.9082 -3.1868 -0.0374
C8 -2.9692 1.3226 -5.6794
C9 -3.2469 -0.0974 -5.1936
C10 -2.5878 -0.4236 -3.8341
O2 -1.1849 -0.6939 -3.9127
C11 -0.3644 0.4644 -3.9134
N2 -2.8328 -1.0480 -6.2369
H11 -1.9483 1.4499 -6.0504
H12 -3.6415 1.5813 -6.5047
H13 -3.1344 2.0500 -4.8772
H14 -4.3325 -0.1853 -5.0621
H15 -3.0426 -1.3458 -3.4532
H16 -2.7943 0.3536 -3.0887
H17 -0.7715 1.2609 -3.2837
H18 -0.2191 0.8194 -4.9348
H19 0.6175 0.1827 -3.5219
H20 -3.0996 -1.9889 -5.9447
H21 -1.8089 -1.0763 -6.2320
C12 2.8397 -2.4750 -4.4293
C13 3.2832 -1.0148 -4.4526
C14 4.6338 -0.7923 -5.1703
O3 5.7781 -1.1576 -4.3927
C15 6.1010 -2.5390 -4.4390
N3 3.3133 -0.5035 -3.0737
H22 3.4110 -3.0787 -3.7184
H23 1.7871 -2.5489 -4.1348
H24 2.9389 -2.9300 -5.4208
H25 2.5198 -0.4561 -5.0080
H26 4.7400 0.2824 -5.3602
H27 4.6555 -1.2830 -6.1507
H28 5.8957 -2.9798 -5.4189
H29 5.5623 -3.0756 -3.6565
H30 7.1699 -2.6429 -4.2309
H31 3.5255 0.4946 -3.1010
H32 4.1344 -0.9112 -2.6171
C16 -10.1401 -0.6211 4.2809
C17 -8.6341 -0.5365 4.0481
C18 -8.1510 0.8752 3.6450
O4 -8.4105 1.2158 2.2796
C19 -9.7191 1.7093 2.0375
N4 -8.2485 -1.5453 3.0495
H33 -10.7132 -0.6010 3.3496
H34 -10.3950 -1.5567 4.7905
H35 -10.4854 0.2047 4.9124
H36 -8.1475 -0.7917 4.9976
H37 -7.0599 0.8996 3.7505
H38 -8.5440 1.6444 4.3205
H39 -10.0967 2.3087 2.8710
H40 -10.3970 0.8819 1.8221
H41 -9.6816 2.3424 1.1462
H42 -7.2315 -1.5442 2.9613
H43 -8.5690 -1.2069 2.1374
C20 -1.5550 -8.0136 5.5007
C21 -2.2436 -6.6633 5.3224
C22 -3.7617 -6.7028 5.6104
O5 -4.5436 -7.2735 4.5566
C23 -4.6094 -8.6912 4.5778
N5 -1.9633 -6.1601 3.9689
H44 -1.7748 -8.7106 4.6871
H45 -0.4672 -7.8863 5.5246
H46 -1.8541 -8.4839 6.4437
H47 -1.7899 -5.9734 6.0446
H48 -4.1120 -5.6684 5.7076
H49 -3.9783 -7.1936 6.5668
H50 -4.6217 -9.0902 5.5962
H51 -3.7780 -9.1129 4.0107
H52 -5.5338 -8.9937 4.0773
H53 -2.3520 -5.2200 3.8840
H54 -2.5276 -6.7130 3.3170
C24 4.6145 3.7950 -2.7476
C25 4.4589 3.3026 -1.3114
C26 5.5766 3.7978 -0.3656
O6 6.8152 3.0947 -0.5033
C27 7.6424 3.5658 -1.5561
N6 4.3675 1.8345 -1.3178
H55 5.4134 3.2784 -3.2871
H56 3.6902 3.6256 -3.3107
H57 4.8251 4.8697 -2.7723
H58 3.5092 3.7028 -0.9357
H59 5.2495 3.6156 0.6650
H60 5.7303 4.8799 -0.4543
H61 7.5677 4.6491 -1.6886
H62 7.3972 3.0482 -2.4848
H63 8.6787 3.3191 -1.3075
H64 4.1768 1.5159 -0.3670
H65 5.3068 1.4732 -1.5083
C28 9.0438 7.8226 1.9847
C29 9.8999 8.0163 0.7361
C30 9.8369 6.8240 -0.2454
O7 10.6211 5.6952 0.1525
C31 9.9779 4.8318 1.0775
N7 11.2824 8.3064 1.1461
H66 9.4818 7.1116 2.6910
H67 8.9296 8.7719 2.5195
H68 8.0414 7.4685 1.7209
H69 9.5072 8.8956 0.2107
H70 10.2616 7.1532 -1.2012
H71 8.8021 6.5265 -0.4531
H72 8.9010 4.7612 0.8985
H73 10.1760 5.1626 2.0982
H74 10.4125 3.8342 0.9664
H75 11.8312 8.5206 0.3124
H76 11.6893 7.4287 1.4825



no.,F_max (eV/Å)
1,1.0
2,3.0
3,4.8
4,5.9